# 1
13
Properties=species:S:1:pos:R:3:forces:R:3 method="wB97M-V/def2-TZVPD" orbital_gap_ha=0.28440 smiles="NNNC(N)=C=O" homo_energy_ev=-7.067 total_charge=0
N -1.23051 -0.30531 -0.09405 -2.71 1.06 -1.31
C 1.03175 -0.33512 0.70046 4.31 0.21 0.95
C 0.82617 0.64060 -0.18714 -0.02 -0.45 -0.46
N -1.54499 -1.59951 0.29982 1.30 0.23 -0.57
N 0.92275 2.02445 0.07262 -0.10 0.08 0.23
N -0.22813 0.25299 -1.08305 -1.24 -1.20 2.14
O 1.72777 -1.12917 1.25305 -1.75 0.30 -0.30
H -1.63861 0.42940 0.47483 0.22 -0.35 -0.56
H -0.77751 -2.03748 0.81099 -0.01 -0.15 0.00
H -1.79030 -2.19423 -0.48570 -0.19 0.16 0.07
H 1.70436 2.25064 0.67392 0.06 0.08 -0.18
H 0.95617 2.55341 -0.79001 0.05 -0.11 0.06
H 0.04108 -0.55068 -1.64573 0.08 0.12 -0.06

# 2
13
Properties=species:S:1:pos:R:3:forces:R:3 method="wB97M-V/def2-TZVPD" orbital_gap_ha="0.32238 / 0.32235" smiles="[H]/N=N/N=O.C=CN" homo_energy_ev="-8.659 / -8.659" total_charge=0
C 1.14123 0.19254 1.48404 -0.12 0.06 0.11
C 0.32357 -0.71371 0.95883 -0.01 0.14 -0.12
N -1.08029 1.04832 -1.37012 0.90 -0.10 0.71
N -0.34091 1.94867 -1.73096 0.59 1.18 -1.56
N -2.13052 0.65476 -1.06864 -0.97 0.72 0.61
N 0.56886 -1.43589 -0.19350 -0.03 -0.19 -0.16
O -2.82928 -0.32105 -1.00819 -0.39 -1.28 -0.20
H 0.84206 0.76550 2.33989 -0.09 0.09 0.22
H 2.12123 0.38016 1.08374 0.28 0.01 -0.16
H -0.65865 -0.88155 1.37818 -0.10 -0.03 0.08
H 0.43683 2.15999 -1.11238 -0.06 -0.60 0.52
H 1.53532 -1.49114 -0.47798 -0.07 -0.05 -0.01
H 0.07057 -2.30661 -0.28293 0.06 0.04 -0.03

# 3
14
Properties=species:S:1:pos:R:3:forces:R:3 method="wB97M-V/def2-TZVPD" orbital_gap_ha=0.29537 homo_energy_ev=-7.895 total_charge=0
C 1.40765 -0.28541 0.11205 -5.56 1.91 4.27
C -1.35488 1.03275 -0.09816 4.43 -1.29 1.52
H 2.87515 -0.00959 -0.98162 0.51 -1.48 -0.44
H 2.27049 -1.93724 -0.68727 1.75 5.09 1.15
H 1.85579 1.77360 -0.07448 -1.79 -1.37 -0.17
H -2.19764 1.65439 0.06986 -0.90 0.05 0.00
H -0.54111 -0.90737 -0.03023 -1.45 1.38 0.02
H -2.70858 -1.53347 -0.84151 -0.02 1.18 1.79
N 2.54563 -0.73560 -0.33236 0.86 -4.74 -2.44
N 1.07413 1.04864 -0.06471 0.79 0.67 -0.37
N -0.19702 1.63793 0.18142 -0.64 0.36 -0.86
N -1.39376 -0.30114 -0.33607 0.53 0.56 -1.47
O 0.53980 -0.92856 0.81483 3.55 -0.56 -1.21
O -2.54900 -0.95558 -0.02433 -2.06 -1.77 -1.80

# 4
14
Properties=species:S:1:pos:R:3:forces:R:3 method="wB97M-V/def2-TZVPD" orbital_gap_ha=0.32523 homo_energy_ev=-8.777 total_charge=0
C -0.55640 -0.89437 -0.20417 0.36 0.79 0.89
C 1.99395 0.04324 0.29960 -1.01 1.72 0.33
N -0.20709 -2.10222 -0.31954 -0.81 -0.55 -1.13
N -1.73178 -0.48135 0.51538 0.26 0.02 -0.27
N 0.27761 0.15009 -0.52269 1.19 -0.05 -0.30
N -0.20176 1.46458 -0.34638 1.49 3.08 -3.06
O 2.13293 1.17799 0.68340 0.57 -0.48 -0.15
O 2.28178 -1.07613 0.18255 1.15 -1.04 0.11
H 0.56190 -2.21715 -0.98704 -0.06 0.18 0.64
H -1.43411 -0.48585 1.47080 0.11 0.44 0.91
H -2.39652 -1.22696 0.50057 -0.52 -0.54 -0.38
H -1.21253 1.44061 -0.18086 -0.13 0.39 0.15
H 0.11067 1.99357 -1.25825 -1.88 -1.47 1.02
H 0.38136 2.21394 0.16663 -0.71 -2.48 1.26

# 5
14
Properties=species:S:1:pos:R:3:forces:R:3 method="wB97M-V/def2-TZVPD" orbital_gap_ha="0.21696 / 0.24452" s2=2.031 homo_energy_ev="-5.035 / -8.249" spin_multiplicity=3 total_charge=0
C -0.25093 1.04764 1.03676 1.02 -1.06 -1.36
C -0.11808 1.24038 -0.29781 0.96 -1.63 -5.11
N 0.00618 -0.17691 1.56180 -0.59 1.78 0.15
N -0.88806 -1.03465 -0.26178 -2.63 -1.34 2.45
N 0.12178 0.14091 -1.10681 0.84 5.89 -0.54
N -0.27640 -1.31881 0.85758 0.00 -2.83 1.09
O -0.33471 0.45289 -2.41710 1.02 -1.07 0.64
O 1.01062 -2.13505 0.78854 -1.52 -1.70 -0.88
H -0.51112 1.84359 1.61480 -0.41 1.82 2.00
H -0.38994 2.03095 -1.00007 -0.14 0.69 1.28
H 0.47151 -0.18317 2.44056 -0.28 -1.10 0.67
H -1.11317 -1.72178 -0.93795 0.29 -1.69 0.26
H -0.32380 -0.46118 -2.74359 -0.09 0.48 -0.70
H 1.77251 -1.61406 0.91355 1.55 1.78 0.06

# 6
14
Properties=species:S:1:pos:R:3:forces:R:3 method="wB97M-V/def2-TZVPD" orbital_gap_ha=0.39875 smiles="Nn1nc[nH+]c1[PH2]=O" homo_energy_ev=-15.218 total_charge=+1
N -2.00671 0.26747 0.37962 -0.05 -0.06 -0.05
N -0.86553 -0.39138 -0.04881 0.08 0.33 -0.32
N -0.89126 -1.64365 -0.56310 0.04 -0.22 0.39
C 0.35431 -1.93310 -0.77498 -0.03 -0.07 -0.09
N 1.14696 -0.86826 -0.45340 0.22 0.19 -0.11
C 0.35460 0.13070 -0.02292 -0.24 -0.53 0.21
P 0.87107 1.83864 0.51372 -0.15 0.06 0.00
O -0.19491 2.83510 0.49436 0.07 -0.06 -0.02
H -2.38195 -0.23015 1.18347 0.04 0.02 -0.06
H -2.68933 0.24488 -0.37337 0.03 0.08 0.03
H 0.72607 -2.88107 -1.13902 -0.07 0.16 -0.04
H 2.15474 -0.83039 -0.54314 -0.08 0.01 -0.03
H 1.94376 1.97321 -0.37953 0.10 0.02 0.00
H 1.47820 1.48800 1.72710 0.03 0.06 0.07

# 7
13
Properties=species:S:1:pos:R:3:forces:R:3 method="wB97M-V/def2-TZVPD" orbital_gap_ha=0.32871 smiles="N/N=C/NNC=S" homo_energy_ev=-8.387 total_charge=0
C 0.84199 -0.67545 -0.84440 2.72 0.93 0.45
C -1.60747 -0.28707 1.18976 -1.94 -2.10 -1.07
H 3.30393 -0.69469 -1.12783 -0.95 2.82 -0.98
H 3.30507 1.17878 -1.21799 -1.56 -3.25 -1.12
H 1.33148 -1.34998 -0.00042 -1.18 0.99 -2.06
H -0.59452 0.49610 -1.20006 -0.72 -1.80 -0.10
H -2.17715 -1.68757 -0.26025 2.65 2.24 0.31
H -2.52064 -0.82707 1.68064 1.69 0.90 -0.70
N 2.87272 0.21218 -1.62768 2.21 -0.24 2.24
N 1.48431 0.20963 -1.54951 -0.58 -1.23 1.41
N -0.54958 -0.56198 -1.02942 0.40 2.42 -0.60
N -1.38136 -0.94334 -0.03403 -3.19 -1.80 2.48
S -0.93988 1.01526 1.85864 0.46 0.12 -0.26

# 8
13
Properties=species:S:1:pos:R:3:forces:R:3 method="wB97M-V/def2-TZVPD" orbital_gap_ha=0.28817 homo_energy_ev=-8.283 total_charge=0
C -0.66217 -0.35495 -0.22683 -1.50 1.90 -0.11
C 1.56968 -1.01597 -0.03627 1.98 -2.72 0.82
H -1.77812 1.93240 0.14590 -3.43 -3.96 -0.55
H -3.49520 0.51934 -0.99434 2.72 2.63 3.90
H -2.32654 -1.17477 1.25280 1.38 2.70 -4.50
H -0.51055 0.67827 -0.65602 0.29 -0.93 0.16
H 2.17533 -2.04423 0.15480 -1.25 2.24 -0.91
H 3.65706 1.97526 0.05711 0.87 -4.13 0.03
N -2.74345 0.85878 0.19840 0.38 -0.47 -4.03
N -2.06153 -0.46788 0.05859 0.58 -0.99 4.58
N 0.22569 -1.21367 -0.03871 -1.27 -1.24 0.91
N 2.12567 0.11075 0.03140 0.28 0.43 -0.45
S 3.82414 0.19667 0.05318 -1.01 4.53 0.13

# 9
14
Properties=species:S:1:pos:R:3:forces:R:3 method="wB97M-V/def2-TZVPD" orbital_gap_ha=0.33080 homo_energy_ev=-9.100 total_charge=0
C -1.21129 0.77350 -0.35726 2.15 1.56 0.73
C 0.90179 -0.29417 0.58020 -1.28 -0.09 1.71
H -0.87174 -2.54355 0.14695 -3.20 1.87 -1.36
H -2.93969 0.20079 0.53033 2.21 -0.65 -0.38
H -0.71853 2.57946 -0.39752 0.46 0.56 -0.48
H 0.75954 0.65656 -1.31456 -1.33 -0.79 1.31
H 0.32572 -0.44539 1.58514 0.23 0.62 -2.21
H 4.15771 -0.09959 0.42255 -1.60 -0.89 -3.49
N -1.98551 -0.18907 0.21354 -3.54 0.51 0.51
N -1.55674 2.03158 -0.35716 0.40 -2.97 -0.04
N 0.11691 0.15068 -0.62633 2.14 1.03 1.17
N 2.14075 -0.59072 0.82618 -2.08 0.36 -3.58
S -2.24274 -1.70095 -0.50425 3.28 -2.34 1.21
S 3.12380 -0.52914 -0.74780 2.15 1.20 4.90

# 10
13
Properties=species:S:1:pos:R:3:forces:R:3 method="wB97M-V/def2-TZVPD" orbital_gap_ha="0.29112 / 0.28909" homo_energy_ev="-13.287 / -12.814" total_charge=+1
C 0.94510 0.00370 1.88345 -1.78 1.51 4.57
C -0.34084 0.01779 1.71945 -2.34 -0.85 -1.31
N 1.76265 0.16899 0.76568 1.70 0.02 -1.88
N 1.47386 0.17605 -0.36183 1.30 -0.05 -0.90
N -0.66157 -1.12709 -1.02196 -0.55 -1.16 -2.22
N -0.61120 1.05222 -1.29589 -1.01 0.64 -1.59
N -0.19614 0.03413 -0.65095 -0.06 -1.21 3.80
H 1.46239 0.26318 2.90314 -0.74 -1.05 -2.10
H -1.49996 -0.10490 1.74412 2.83 0.40 0.28
H -0.42187 -1.83734 -0.33863 -0.16 -0.34 -0.75
H -0.82711 -1.32606 -2.07949 0.61 0.20 2.56
H -1.03344 0.83335 -2.20447 0.32 0.96 0.22
H -0.05189 1.84598 -1.06261 -0.10 0.93 -0.68

# 11
13
Properties=species:S:1:pos:R:3:forces:R:3 method="wB97M-V/def2-TZVPD" orbital_gap_ha="0.27365 / 0.27370" homo_energy_ev="-14.358 / -14.359" total_charge=+1
C 2.91054 -0.26259 0.15500 -2.59 -0.31 0.21
C -0.76357 0.32824 -0.10013 -2.06 3.79 2.62
N 1.79854 -0.48939 0.38986 2.23 0.32 -0.19
N -0.32554 1.45072 -0.84070 1.05 -5.14 0.10
N -1.53324 0.27861 0.96118 1.05 0.17 -2.76
N -0.68936 -1.94774 -0.26042 -1.33 1.86 0.39
N -0.45187 -0.83226 -0.75330 0.58 -3.35 -1.27
H -0.54272 2.37851 -0.75328 -1.03 2.36 1.02
H 0.63291 1.25253 -1.07368 0.21 0.50 -0.67
H -1.82381 1.25082 1.10851 0.01 -0.27 0.76
H 3.86479 0.02316 -0.18717 0.82 0.04 0.03
H -1.17317 -2.05152 0.63221 0.17 0.49 0.69
H -0.78196 -2.75893 -0.84060 0.89 -0.44 -0.94

# 12
13
Properties=species:S:1:pos:R:3:forces:R:3 method="wB97M-V/def2-TZVPD" orbital_gap_ha="0.30358 / 0.30361" homo_energy_ev="-14.117 / -14.118" total_charge=+1
C -0.05502 1.41318 -0.67961 -0.97 -3.28 -0.38
C 0.56965 -0.49462 1.38506 1.20 -0.54 -2.40
N -0.26478 1.48100 0.59618 -0.40 0.63 3.24
N -0.09273 0.72297 1.58790 0.13 0.97 -0.29
N 0.28778 1.91089 -1.69582 0.82 0.66 -1.96
N -0.99724 -0.24395 -0.72826 -1.00 -0.58 -0.04
N -0.08558 -1.07534 -0.03370 0.83 -1.21 -1.04
H 1.63624 -0.47460 0.95931 -1.26 0.28 1.50
H 0.35612 -1.24138 2.16404 0.37 0.56 -0.17
H 0.23748 1.52732 -2.65548 -0.15 0.42 1.01
H -1.96858 -0.33420 -0.32466 1.37 0.46 -0.12
H 0.67104 -1.07105 -0.77381 -0.59 -0.64 1.50
H -0.29437 -2.12021 0.19885 -0.34 2.26 -0.85

# 13
14
Properties=species:S:1:pos:R:3:forces:R:3 method="wB97M-V/def2-TZVPD" orbital_gap_ha=0.32678 smiles="[H]/N=C(/[NH3+])N(N)N=C=S" homo_energy_ev=-13.145 total_charge=+1
C 2.61243 0.46572 -0.23348 1.09 -0.73 -0.50
C -0.19304 -0.75543 -0.29571 -2.15 0.75 0.56
N 0.24308 -1.88040 -0.54141 1.92 0.10 -1.24
N 1.53764 1.05131 -0.29724 -1.91 -0.70 0.60
N -1.84067 -0.65117 -0.05420 1.51 0.39 0.24
N 0.18928 0.54354 -0.10973 2.17 0.40 -0.03
N -0.64145 1.43154 0.61652 -0.44 -1.40 1.20
S 4.08310 -0.07770 -0.35070 -1.39 0.44 0.28
H 1.26433 -1.97871 -0.86690 -1.96 0.24 1.01
H -1.93025 0.27590 0.48389 -0.23 -1.33 -0.61
H -2.33662 -0.46667 -0.95344 0.47 -0.84 0.69
H -0.21855 2.30577 0.48508 0.27 1.78 -0.34
H -0.66254 1.25097 1.65398 0.82 0.08 -1.11
H -2.10675 -1.51467 0.46335 -0.16 0.79 -0.76

# 14
14
Properties=species:S:1:pos:R:3:forces:R:3 method="wB97M-V/def2-TZVPD" orbital_gap_ha=0.31474 homo_energy_ev=-8.946 total_charge=0
C -2.10377 -0.00703 0.00077 -2.42 -0.84 0.84
C 1.45268 0.65905 -0.09353 -3.89 5.54 -1.13
H -2.87430 0.31887 0.81129 0.77 0.70 -2.11
H -2.15816 0.19080 -1.14103 -0.38 0.26 2.31
H -2.26791 -1.04745 0.19524 -0.23 -1.39 -0.93
H -0.66746 0.03785 1.54187 -0.26 0.05 -2.09
H 0.84383 -2.01143 -1.37328 -1.27 2.68 3.49
H 2.16373 2.56361 -0.09326 -2.59 -2.13 -0.24
N -0.84841 0.31239 0.52373 2.82 0.73 0.80
N 0.16420 -0.07754 -0.42024 1.83 0.17 0.84
N 0.52687 -1.42778 -0.34006 3.88 -0.87 -1.09
N 2.01039 -1.28119 0.25437 1.16 -3.01 0.31
N 2.51130 -0.15858 0.43512 -3.98 -1.29 -1.84
N 1.24702 1.92845 -0.30099 4.57 -0.59 0.85

# 15
10
Properties=species:S:1:pos:R:3:forces:R:3 method="wB97M-V/def2-TZVPD" orbital_gap_ha=0.19962 homo_energy_ev=-0.524 total_charge=-1
O -1.35527 1.20501 0.30249 -0.69 0.77 0.08
H -0.93674 1.04864 1.14523 0.46 -0.34 0.19
C -0.52132 0.53457 -0.75947 0.03 0.58 0.24
C 0.68891 -0.13618 -0.35359 0.11 -1.25 0.42
N 0.46217 -1.11801 0.80146 -0.16 0.39 -0.62
H -1.33626 -0.08340 -1.19827 0.59 0.04 -0.21
H -0.21472 1.36335 -1.41578 -0.30 -0.33 -0.29
H 1.62418 0.39745 -0.22467 -0.19 0.50 0.06
H 1.31323 -1.20314 1.35211 -0.16 -0.16 -0.28
H 0.27580 -2.00830 0.35049 0.31 -0.20 0.42

# 16
11
Properties=species:S:1:pos:R:3:forces:R:3 method="wB97M-V/def2-TZVPD" orbital_gap_ha=0.29257 homo_energy_ev=-3.803 total_charge=-1
C 2.05168 0.30560 -0.09239 0.33 -0.61 -0.33
O 1.07136 0.34602 -1.08902 0.06 0.32 0.43
H 2.18118 -0.71354 0.30671 -0.08 0.01 0.11
H 1.84953 0.95704 0.76028 -0.08 0.22 0.06
H 3.02822 0.57065 -0.51657 -0.09 0.19 -0.01
C -2.33773 -0.56578 0.01315 0.09 0.16 0.24
N -1.22583 0.07942 0.29270 1.26 -0.35 -0.09
O -3.47775 -0.47626 0.50360 -0.16 -0.15 0.25
H -2.16996 -1.31894 -0.78951 -0.18 0.20 -0.26
H 0.18890 0.27394 -0.58241 -0.23 -0.30 -0.36
H -1.15960 0.54185 1.19347 -0.91 0.30 -0.05

# 17
11
Properties=species:S:1:pos:R:3:forces:R:3 method="wB97M-V/def2-TZVPD" orbital_gap_ha=0.29005 homo_energy_ev=-3.663 total_charge=-1
C -0.78704 -1.14687 -1.63124 0.30 1.50 0.36
O -0.56606 0.25381 -1.50363 0.19 -0.34 0.07
H 0.01698 -1.56121 -2.25179 -0.52 -0.39 -0.38
H -0.73588 -1.65274 -0.67065 -0.04 -0.07 0.34
H -1.81350 -1.22281 -1.99930 0.27 -0.62 -0.46
C 0.75836 1.39421 1.82734 -0.11 -0.93 0.00
N 0.62944 0.34440 1.03293 -0.36 -0.10 -0.64
O 0.34517 2.54071 1.62210 0.15 0.44 -0.05
H 1.29186 1.18742 2.78614 0.05 0.09 0.28
H -0.02391 0.40457 -0.67698 -0.28 -0.05 0.23
H 0.88458 -0.54150 1.46508 0.34 0.47 0.23

# 18
11
Properties=species:S:1:pos:R:3:forces:R:3 method="wB97M-V/def2-TZVPD" orbital_gap_ha=0.43071 smiles=[NH3+][C@@]1(O)CO1 homo_energy_ev=-15.954 total_charge=+1
C 0.43960 0.48088 -1.33703 -0.22 1.84 1.57
C -0.11505 -0.02879 -0.07599 -4.18 1.26 0.30
N 0.39633 -0.55598 1.22635 1.03 1.46 0.40
O -0.10927 -0.79331 -1.21310 -0.54 -2.10 1.25
O -1.48249 0.60594 0.35456 3.54 -2.27 -1.30
H -0.37087 1.14291 -1.72736 1.88 0.25 -0.43
H 1.52388 0.56446 -1.35480 -0.22 0.24 -0.99
H 1.03553 -1.36424 1.15569 -0.96 -0.39 -0.22
H -0.46704 -0.66731 1.87970 1.85 0.11 -1.13
H 1.10449 0.16360 1.57139 -1.57 -0.60 0.18
H -1.95512 0.45184 -0.47941 -0.61 0.21 0.37

# 19
12
Properties=species:S:1:pos:R:3:forces:R:3 method="wB97M-V/def2-TZVPD" orbital_gap_ha=0.33231 smiles="C1CN1.O=PO" homo_energy_ev=-9.359 total_charge=0
C 2.00159 0.28574 -0.37671 -0.38 0.59 1.57
C 1.23486 0.29928 0.93261 -1.09 1.00 -1.55
N 1.56140 -0.92745 0.26856 -0.81 -2.28 -0.64
O -3.07729 -0.93125 0.19106 0.56 -0.16 0.86
O -2.85439 1.06201 -1.31774 0.12 0.12 -0.02
P -2.35334 0.46685 -0.07484 -0.32 0.10 -0.30
H 1.42850 0.47773 -1.22183 -0.69 0.94 -1.47
H 3.00332 0.69841 -0.36510 0.28 -0.88 -0.06
H 1.82379 0.45630 1.80255 0.07 0.29 0.74
H 0.20404 0.72522 0.86954 1.08 -0.55 0.44
H -3.70356 -1.26289 -0.44755 -0.50 -0.07 -0.61
H 0.73108 -1.34996 -0.26054 1.67 0.90 1.02

# 20
12
Properties=species:S:1:pos:R:3:forces:R:3 method="wB97M-V/def2-TZVPD" orbital_gap_ha="0.24421 / 0.27972" smiles="CC=[PH]=[N+]([O-])O" homo_energy_ev="-7.884 / -8.191" total_charge=0
C -2.12581 -0.35606 0.16535 -0.29 -2.04 -1.09
C -1.01324 0.10003 -0.73614 0.86 0.37 0.80
N 2.02638 -0.08160 0.24590 -0.71 -1.37 -0.61
O 3.07005 0.82365 0.40065 -1.24 0.47 0.36
O 2.17213 -1.09933 -0.37841 1.70 0.63 0.70
P 0.38657 0.93001 -0.23711 -2.24 0.67 -1.66
H -2.07033 -1.47171 0.51739 0.29 2.02 -0.33
H -2.19343 0.34670 0.97356 -0.50 -0.08 0.68
H -3.01925 -0.37355 -0.50265 0.20 0.34 0.95
H -1.25166 -0.01564 -1.76827 0.45 -0.17 -0.78
H 3.86082 0.36025 0.23277 1.93 -1.18 -0.67
H 0.15775 0.83724 1.08696 -0.45 0.34 1.65

Relative energy (zero: lowest compared OMol25 entry of this formula, charge and spin) / kcal/mol: 137.4, 153.6, 106.2, 47.2, 116.3, 0.0, 88.0, 224.7, 109.1, 183.0, 78.4, 148.4, 72.5, 117.8, 39.7, 28.1, 31.6, 75.6, 30.2, 148.8
E_tot / eV: -10174.1039, -10173.3992, -12222.0455, -12224.6034, -12215.6932, -19459.8613, -18963.2272, -18957.3013, -29797.8355, -9607.0806, -9611.6160, -9608.5804, -20446.5656, -11105.1882, -5706.6142, -7757.0477, -7756.8967, -7746.6250, -17044.4587, -17039.3160
Largest force on an atom / eV Å⁻¹: 4.4, 2.0, 7.3, 4.6, 6.0, 0.6, 4.4, 5.4, 5.5, 5.1, 5.2, 3.4, 2.3, 6.9, 1.3, 1.3, 1.6, 4.4, 2.5, 2.9